DFT (wB97M-V/def2-TZVPD) results for C21H26BrI2NO8PY as an isolated structure.

```
61
Properties=species:S:1:pos:R:3:lowdin_charge:R:1
Y 1.21393 0.59881 -0.05870 1.50
O 4.87418 -1.17299 1.32678 0.09
C 3.82110 -0.92626 0.78638 -0.58
O 2.98721 0.02571 1.06495 -0.15
C 3.36231 -1.80585 -0.37949 -0.16
C 4.06116 -2.94014 -0.74669 0.02
C 3.58301 -3.70486 -1.79695 -0.04
C 2.42209 -3.30704 -2.44577 -0.05
C 1.78480 -2.15672 -2.01956 -0.11
N 2.24527 -1.41409 -1.00906 0.03
H 4.95616 -3.18477 -0.19269 0.12
H 4.10287 -4.60136 -2.10871 0.11
H 2.01036 -3.87460 -3.26823 0.11
H 0.86816 -1.81954 -2.48878 0.11
C -2.98922 1.82164 1.89928 -0.03
C -3.43025 0.36805 1.84857 -0.60
C -3.06669 -0.37365 3.12413 -0.02
C -4.91766 0.25804 1.55981 -0.02
O -2.80294 -0.26336 0.67549 -0.18
P -1.32293 -0.80298 0.58523 0.20
O -0.35560 -0.04162 1.46930 -0.35
O -0.86521 -0.67760 -0.86511 -0.55
O -1.33143 -2.29196 1.08099 -0.14
C -2.00360 -3.45717 0.49807 -0.60
C -2.65614 -3.14576 -0.84074 -0.03
C -0.90753 -4.49705 0.34155 -0.02
C -3.04588 -3.88835 1.51617 -0.02
H -3.49952 2.32599 2.72131 0.09
H -3.24747 2.32730 0.96866 0.07
H -1.91467 1.89556 2.06021 0.08
H -3.61115 0.07754 3.95464 0.10
H -2.00032 -0.30546 3.33665 0.08
H -3.34818 -1.42480 3.06025 0.07
H -5.48573 0.74534 2.35281 0.09
H -5.22135 -0.78830 1.50612 0.08
H -5.15573 0.73979 0.61144 0.09
H -1.92116 -2.83030 -1.57912 0.08
H -3.40762 -2.36180 -0.74086 0.09
H -3.15064 -4.04928 -1.19917 0.10
H -0.14926 -4.14142 -0.35792 0.08
H -1.32672 -5.42912 -0.04006 0.09
H -0.42896 -4.69179 1.30120 0.09
H -3.82930 -3.13322 1.59533 0.07
H -2.58507 -4.02504 2.49448 0.10
H -3.50335 -4.82895 1.20761 0.09
I -1.26567 1.82405 -1.72331 0.50
I -1.02028 4.46522 -2.24001 0.16
Br 4.68901 3.06530 -3.00191 0.82
C 3.82508 4.48138 -2.09604 -0.59
C 4.29040 5.75859 -2.37430 -0.13
C 3.74833 6.85655 -1.72651 -0.07
C 2.75081 6.68393 -0.77855 -0.07
C 2.29571 5.40900 -0.49787 -0.05
C 2.80741 4.29379 -1.15939 -0.18
C 2.19178 2.97970 -0.81665 -0.66
O 1.53075 2.86741 0.26540 -0.14
O 2.28891 1.97524 -1.58096 -0.19
H 5.08358 5.88399 -3.09780 0.09
H 4.11717 7.84703 -1.95924 0.11
H 2.33337 7.53746 -0.26168 0.11
H 1.52227 5.24477 0.23906 0.11
```

Results
- lowest unoccupied orbital energy (eV) = -1.317
- HOMO (eV) = -9.056
- gap between HOMO and LUMO (eV) = 7.7
- relative energy (zero: lowest compared OMol25 entry of this formula, charge and spin) (kJ/mol) = 0.0

=====

DFT (wB97M-V/def2-TZVPD) results for C21H26ClN2O2PdSSi2 as an isolated structure at a distorted geometry.

```
56
Properties=species:S:1:pos:R:3:lowdin_charge:R:1
Pd -0.29879 -0.19966 0.35973 0.54
C -2.30164 1.58022 -1.90476 -0.16
Si -1.10039 1.80423 -0.54804 0.55
C -1.52462 3.12719 0.64649 -0.19
C 0.52336 2.27698 -1.29692 -0.29
C 0.51259 3.45401 -2.06282 -0.09
C 1.65770 3.92545 -2.68831 -0.06
C 2.84750 3.22450 -2.55822 -0.06
C 2.87804 2.06191 -1.80233 -0.09
C 1.72872 1.56947 -1.16337 -0.29
Si 1.95043 -0.00095 -0.21469 0.57
C 3.16199 0.38144 1.11860 -0.19
C 2.49069 -1.27787 -1.40340 -0.16
H -2.37949 2.56154 -2.38189 0.05
H -3.29670 1.27473 -1.57315 0.05
H -1.93465 0.84438 -2.61881 0.04
H -1.61227 4.03501 0.04054 0.05
H -0.73969 3.26062 1.39009 0.04
H -2.47199 2.96752 1.16685 0.04
H -0.40431 4.02506 -2.17886 0.10
H 1.62173 4.83475 -3.27492 0.11
H 3.74697 3.58128 -3.04375 0.11
H 3.82404 1.53381 -1.71637 0.10
H 4.08148 0.66053 0.59609 0.06
H 3.39431 -0.46479 1.77401 0.05
H 2.83489 1.23331 1.71924 0.04
H 3.43296 -0.90631 -1.81661 0.05
H 1.74813 -1.37613 -2.19370 0.04
H 2.66350 -2.26446 -0.96750 0.05
Cl -3.61124 -6.09407 -4.84406 0.70
C -2.94566 -4.92397 -3.75452 -0.66
C -3.01740 -5.15155 -2.38886 -0.09
C -2.48802 -4.21296 -1.52037 0.00
C -1.88590 -3.06245 -2.01682 -0.14
C -1.81625 -2.85198 -3.39121 -0.01
C -2.35107 -3.78125 -4.26763 -0.09
C -1.32761 -2.07224 -1.06763 -0.56
O -0.63082 -1.07545 -1.55494 -0.16
O -1.49887 -2.15938 0.16017 -0.05
H -3.48418 -6.05339 -2.01757 0.11
H -2.53629 -4.36309 -0.45055 0.12
H -1.34112 -1.95600 -3.76826 0.12
H -2.31011 -3.62848 -5.33746 0.11
C -1.38006 0.10220 5.70895 -0.01
N -0.02694 0.24901 5.17435 -0.11
C 1.13408 0.42537 5.92285 -0.02
C 2.15856 0.51510 5.05900 -0.04
N 1.60875 0.39121 3.79174 0.09
C 0.27989 0.23013 3.86984 -0.69
S -0.86749 0.03420 2.62099 0.73
H -1.32455 0.13634 6.79223 0.10
H -1.80148 -0.84820 5.38937 0.10
H -2.01128 0.90977 5.34459 0.10
H 1.11471 0.46811 6.99750 0.13
H 3.21288 0.64430 5.22420 0.13
H 2.11297 0.40091 2.92086 0.06
```

Results
- lowest unoccupied orbital energy (eV) = -4.097
- HOMO (eV) = -11.185
- gap between HOMO and LUMO (eV) = 7.1
- charge = +1
- relative energy (zero: lowest compared OMol25 entry of this formula, charge and spin) (kJ/mol) = 180.7

=====

The highest relative energy (zero: lowest compared OMol25 entry of this formula, charge and spin) belongs to which entry? C21H26ClN2O2PdSSi2

=====

Number 2 is which compound? C21H26ClN2O2PdSSi2

=====

relative energy (zero: lowest compared OMol25 entry of this formula, charge and spin) of number 1 (C21H26BrI2NO8PY)? 0.0 kJ/mol